[1]
A single C6H12O molecule in a non-equilibrium geometry, computed with ωB97M-V/def2-TZVPD.

Atoms and positions in Å:
C 2.1017 0.8198 -0.3027
C 1.1322 0.0632 0.5229
C -0.3987 -0.8369 -0.0384
C -0.9808 -1.8344 -0.8751
C -1.3420 -0.2788 0.8845
C -0.8863 0.8420 0.0824
O -0.8072 2.0576 0.6737
H 1.7503 1.8462 -0.4211
H 2.1767 0.4003 -1.3107
H 3.1115 0.8480 0.0992
H 1.1147 0.4906 1.5261
H 1.5437 -0.9518 0.6431
H -0.6666 -1.5704 -1.8906
H -0.6580 -2.8302 -0.6080
H -2.0753 -1.7979 -0.9169
H -1.1075 -0.2409 1.9337
H -2.3677 -0.6050 0.7595
H -1.4127 0.9916 -0.8721
H -0.2280 2.5871 0.1105

Cartesian forces (eV/Å) of the 2 atoms listed first:
C -0.734 0.782 -1.832
C 0.977 -5.913 0.245

Summary:
Spin multiplicity: 1
SMILES: CC[C@@]1(C)C[C@H]1O
LUMO energy: 0.90 eV
Net charge: 0
ΔE to the lowest compared entry with this formula, charge and spin: 654.39 kJ/mol
Highest occupied orbital energy: -6.79 eV
Calculated total energy: -8457.5717 eV

[2]
A molecular structure, C3H4I2 in a non-equilibrium geometry, computed with ωB97M-V/def2-TZVPD.

Atoms and positions in Å:
C 0.7374 -0.2530 -0.3901
C -0.6403 -0.7900 -0.4785
C 0.2180 0.7779 0.5718
I 0.0694 0.3624 2.6288
I -0.6782 2.5501 -0.1369
H 1.4689 -0.9120 0.0731
H 1.1332 0.1793 -1.3068
H -1.3341 -0.3915 -1.1936
H -0.9743 -1.5232 0.2322

Cartesian forces (eV/Å) of the 2 atoms listed first:
C 0.645 -0.064 -0.198
C 1.082 2.113 1.602

Summary:
Spin multiplicity: 1
LUMO energy: -0.12 eV
Net charge: 0
ΔE to the lowest compared entry with this formula, charge and spin: 169.02 kJ/mol
Highest occupied orbital energy: -7.93 eV
Calculated total energy: -19374.2189 eV

[3]
A single C10H13FNO3P molecule in a non-equilibrium geometry, computed with ωB97M-V/def2-TZVPD.

Atoms and positions in Å:
N -1.0878 -4.1577 1.7292
P -0.4178 -2.8326 1.0988
O 0.9438 -2.3379 2.0339
O 0.0688 -3.2251 -0.4893
C -1.6281 -1.3397 1.1614
C -2.5304 -1.0686 -0.1763
C -1.9864 0.4177 -0.5705
F -2.2821 0.7725 -1.9268
C -0.4723 0.1926 -0.1087
C 0.6338 1.3002 -0.3919
C 1.3431 1.9256 0.8575
C 2.4536 2.9683 0.5975
C 2.7796 3.3195 -0.8731
C 2.0767 2.7045 -2.1067
C 0.9626 1.6572 -1.8560
O -0.6667 -0.2241 1.2795
H -0.4772 -4.3886 2.5438
H 1.5245 -1.7477 1.4864
H -0.6843 -3.2035 -1.1232
H -2.3433 -1.4950 2.0339
H -2.2879 -1.7740 -1.0397
H -3.6532 -1.0729 0.0883
H -2.5248 1.1739 0.1162
H -0.1206 -0.6710 -0.7984
H 1.0173 1.5513 1.8918
H 3.0199 3.4400 1.4799
H 3.6256 4.0660 -1.0778
H 2.3309 2.9445 -3.1860
H 0.3825 1.1045 -2.6740

Cartesian forces (eV/Å) of the 2 atoms listed first:
N 1.858 2.442 0.054
P -0.427 -3.144 1.606

Summary:
Spin multiplicity: 1
SMILES: N=P(O)(O)[C@@H]1C[C@H](F)[C@@H](c2ccccc2)O1
LUMO energy: 0.31 eV
Net charge: 0
Highest occupied orbital energy: -8.69 eV
Calculated total energy: -30215.1083 eV

[4]
A molecular structure, C30H26IIrN4O2 in a non-equilibrium geometry, computed with ωB97M-V/def2-TZVPD.

Atoms and positions in Å:
Ir -0.0005 0.1721 0.5093
O -0.1030 -0.9529 -7.0896
C -0.0265 0.2028 -7.0722
O 0.0285 1.3586 -7.0005
C -0.3521 0.1966 -4.0773
C -0.3071 -1.0418 -3.5143
C -0.1746 -1.0115 -2.1199
N -0.0890 0.1751 -1.5050
C -0.1233 1.3723 -2.1111
C -0.2776 1.4296 -3.5002
C 0.0880 2.5219 -1.1933
C 0.1806 3.8313 -1.6185
C 0.5212 4.8219 -0.7046
C 0.7844 4.4667 0.6063
C 0.6455 3.1431 0.9836
N 0.2805 2.1906 0.1207
C -0.0554 -2.1775 -1.2111
C -0.0836 -3.4832 -1.6541
C 0.1230 -4.5175 -0.7477
C 0.3700 -4.2088 0.5768
C 0.3596 -2.8804 0.9677
N 0.1370 -1.8799 0.1143
H -0.3325 -1.9717 -4.0666
H -0.3274 2.3680 -4.0357
H 0.0154 4.0821 -2.6569
H 0.6022 5.8523 -1.0248
H 1.0856 5.2012 1.3402
H 0.8333 2.8219 1.9991
H -0.2517 -3.7027 -2.6990
H 0.1066 -5.5465 -1.0821
H 0.5616 -4.9802 1.3096
H 0.5325 -2.5989 1.9970
C -0.5335 -0.7580 4.1710
C -1.2535 -0.4841 2.8795
C -1.4030 0.8262 2.3915
C -2.2224 1.0698 1.2612
C -2.6736 2.4402 0.8772
C -2.6821 -0.0547 0.5461
C -2.6535 -1.3546 1.0893
C -3.3576 -2.4806 0.4058
C -1.9568 -1.5409 2.2806
H 0.1160 0.0640 4.4713
H 0.0456 -1.6818 4.1365
H -1.2742 -0.8864 4.9638
H -1.0167 1.6326 3.0040
H -2.6810 2.5845 -0.2029
H -2.0913 3.2219 1.3560
H -3.7059 2.5587 1.2184
H -3.2425 0.1090 -0.3688
H -3.5175 -2.2806 -0.6527
H -4.3412 -2.6259 0.8615
H -2.8133 -3.4189 0.5183
H -1.9063 -2.5249 2.7316
I 5.6064 0.8403 -1.4010
C 4.3168 0.3421 0.1391
C 4.7785 -0.0741 1.3848
C 3.8603 -0.3896 2.3748
C 2.5114 -0.2909 2.1039
N 2.0634 0.1124 0.9012
C 2.9483 0.4192 -0.0588
H 5.8407 -0.1491 1.5793
H 4.1833 -0.7071 3.3567
H 1.7616 -0.5145 2.8502
H 2.5429 0.7409 -1.0097

Cartesian forces (eV/Å) of the 2 atoms listed first:
Ir -0.082 0.690 -0.631
O 0.077 -0.016 0.009

Summary:
Spin multiplicity: 2
LUMO energy (alpha / beta): -10.15 / -10.13 eV
Net charge: +3
ΔE to the lowest compared entry with this formula, charge and spin: 0.00 kJ/mol
<S²>: 0.7590
Highest occupied orbital energy (alpha / beta): -16.81 / -16.81 eV
Calculated total energy: -52501.5374 eV

[5]
A single CH4N2O molecule in a non-equilibrium geometry, computed with ωB97M-V/def2-TZVPD.

Atoms and positions in Å:
C -0.8470 -0.4351 -0.1043
N 0.7958 1.1309 0.7295
N 0.5012 0.1829 -0.0104
O 1.3845 -0.4644 -0.8004
H -0.7925 -1.4393 0.3452
H -1.6228 0.1106 0.4848
H -1.0814 -0.5608 -1.1208
H 1.6622 1.4751 0.4764

Cartesian forces (eV/Å) of the 2 atoms listed first:
C -0.283 0.013 2.730
N -3.837 -0.450 0.448

Summary:
Spin multiplicity: 1
SMILES: [H]/N=[N+](/C)[O-]
LUMO energy (alpha / beta): 0.36 / 0.36 eV
Net charge: 0
ΔE to the lowest compared entry with this formula, charge and spin: 386.90 kJ/mol
Highest occupied orbital energy (alpha / beta): -10.05 / -10.05 eV
Calculated total energy: -6126.4977 eV

[6]
A molecular structure, C31H34B11Br6Cl5O2PSSn in a non-equilibrium geometry, computed with ωB97M-V/def2-TZVPD.

Atoms and positions in Å:
Sn -20.5448 -4.1455 -6.7921
Cl -19.4618 -7.3906 -5.4237
C -21.0866 -7.1658 -5.9242
C -21.6191 -5.9423 -6.2481
C -22.9935 -5.8035 -6.4305
Cl -23.6828 -4.2405 -6.7720
C -23.8248 -6.9170 -6.4779
Cl -25.4206 -6.7209 -6.9707
C -23.3148 -8.1462 -6.0414
Cl -24.3592 -9.4895 -5.9720
C -21.9470 -8.2623 -5.7521
Cl -21.3172 -9.8147 -5.2260
Br -19.9074 -3.7749 -3.5664
B -18.7717 -2.1262 -3.7230
B -19.5037 -0.4850 -3.4696
C -18.7201 0.4666 -4.5944
B -19.0406 -1.0594 -5.0259
B -16.3596 -0.9351 -4.4854
B -18.2470 0.6551 -3.0438
B -17.1656 0.6732 -4.4049
B -18.3272 -1.0517 -2.3575
Br -18.8587 -1.4830 -0.5765
B -16.7417 -0.2718 -2.9660
Br -15.2174 0.1862 -1.7984
B -17.0420 -2.0465 -3.3119
Br -14.2944 -3.4165 -3.1509
B -17.5304 -2.0547 -4.9435
Br -17.0931 -3.2231 -6.4522
B -16.1815 -3.3574 -2.7169
Br -16.7856 -4.8320 -1.7822
H -20.6246 -0.3371 -3.3120
H -19.1955 1.3295 -5.0655
H -19.8487 -1.2501 -5.9553
H -15.3355 -0.9367 -5.0565
H -18.6154 1.6299 -2.4099
H -16.6180 1.6490 -4.8973
C -25.8133 0.0995 -8.8165
C -25.3172 -0.9631 -9.5612
C -23.9519 -1.4055 -9.3364
C -23.1349 -0.6714 -8.6128
C -23.6193 0.4421 -7.8861
C -24.9518 0.8150 -7.9814
P -21.4665 -1.1859 -8.1775
C -20.4746 0.1724 -8.9717
C -19.0734 0.0209 -8.8209
C -18.1766 0.8656 -9.5300
C -18.6989 1.9149 -10.2548
C -20.0878 2.0280 -10.4592
C -20.9493 1.2454 -9.7660
C -21.1697 -2.4707 -9.4269
C -21.3245 -2.1623 -10.7930
C -21.2822 -3.1904 -11.7650
C -21.2355 -4.5008 -11.3084
C -21.1021 -4.7823 -9.9282
C -20.9923 -3.7470 -9.0287
H -26.8243 0.4017 -8.9361
H -25.9774 -1.5168 -10.2573
H -23.6477 -2.3557 -9.7455
H -22.8727 0.8777 -7.1852
H -25.3819 1.5709 -7.3224
H -18.7288 -0.7486 -8.1541
H -17.1242 0.6832 -9.4835
H -18.0046 2.6504 -10.6680
H -20.5087 2.8477 -11.1074
H -22.0430 1.4085 -9.8475
H -21.6624 -1.0889 -11.0430
H -21.4073 -3.0279 -12.8227
H -21.2611 -5.3583 -12.0102
H -20.9756 -5.7642 -9.5593
O -15.7352 -0.5018 -11.6010
S -16.1103 -1.1057 -12.9200
C -15.1590 -0.3844 -14.3085
C -14.6411 -1.5222 -15.1818
C -14.8971 -2.8829 -14.4578
C -15.3072 -2.7175 -13.0204
H -14.3783 0.2652 -13.8787
H -15.8679 0.2976 -14.8840
H -13.5286 -1.4451 -15.3511
H -15.0711 -1.5179 -16.1717
H -13.9810 -3.4685 -14.5578
H -15.7480 -3.3624 -15.0193
H -14.5456 -2.6613 -12.2536
H -16.0754 -3.3936 -12.6769
C -18.2679 -7.0585 -10.0472
C -18.1689 -5.9580 -9.0215
O -19.3639 -5.9695 -8.1750
H -17.2895 -7.1887 -10.5839
H -19.0545 -6.8900 -10.8039
H -18.4605 -7.9831 -9.4525
H -18.0152 -5.0112 -9.4824
H -17.2334 -6.2084 -8.4865
H -19.1934 -6.6789 -7.4704

Cartesian forces (eV/Å) of the 2 atoms listed first:
Sn 0.377 -0.168 -1.368
Cl 0.587 0.393 -0.135

Summary:
Spin multiplicity: 1
LUMO energy (alpha / beta): -6.68 / -6.68 eV
Net charge: +1
ΔE to the lowest compared entry with this formula, charge and spin: 510.12 kJ/mol
Highest occupied orbital energy (alpha / beta): -10.26 / -10.26 eV
Calculated total energy: -553051.6890 eV

[7]
2 unconnected molecules or ions with the total composition C5H10N2O in a non-equilibrium geometry, computed with ωB97M-V/def2-TZVPD.

Atoms and positions in Å:
C 0.2360 -2.0985 -0.4819
C 0.0722 -0.8545 0.3387
C -2.1013 0.7628 -0.8170
N -2.7101 0.7795 0.2683
O -0.6435 -0.7772 1.3176
H -2.2622 0.2402 1.0185
H -2.5182 1.2990 -1.6624
H -0.6814 -2.6818 -0.4620
H 1.0366 -2.6911 -0.0392
H 0.5383 -1.8461 -1.4935
C 1.1494 1.3629 1.0527
C 1.1082 0.2594 0.0451
N 1.8580 0.1006 -0.9570
H 2.5416 0.8416 -1.1057
H -1.0525 0.3618 -1.0025
H 1.7128 2.2254 0.7007
H 1.5719 1.0050 1.9909
H 0.1441 1.7112 1.2889

Cartesian forces (eV/Å) of the 2 atoms listed first:
C -0.501 0.062 -0.205
C 1.177 -0.294 0.646

Summary:
Spin multiplicity: 1
SMILES: [H]/N=C(\C)C(C)=O.C=N
LUMO energy: 0.06 eV
Net charge: 0
ΔE to the lowest compared entry with this formula, charge and spin: 182.41 kJ/mol
Highest occupied orbital energy: -9.70 eV
Calculated total energy: -10373.4147 eV

[8]
A molecular structure, C2H2O2S in a non-equilibrium geometry, computed with ωB97M-V/def2-TZVPD.

Atoms and positions in Å:
C 0.1358 -0.4023 -0.2106
C -1.2925 -0.1048 0.5980
O 0.1121 -1.3732 -0.8653
O -2.1377 0.2952 -0.1058
S 2.3467 0.3243 -0.3739
H -1.4595 -0.4661 1.6728
H 2.2951 1.7270 -0.7151

Cartesian forces (eV/Å) of the 2 atoms listed first:
C 1.552 -0.580 0.058
C 1.385 -0.346 0.400

Summary:
Spin multiplicity: 1
LUMO energy: -0.96 eV
Net charge: 0
ΔE to the lowest compared entry with this formula, charge and spin: 253.76 kJ/mol
Highest occupied orbital energy: -9.34 eV
Calculated total energy: -17033.3946 eV